(1)
{"formula": "C3H9NOS", "method": "ωB97M-V with the def2-TZVPD basis set", "homo_lumo_gap_ha": 0.3711, "total_charge": 0, "elements": ["C", "C", "C", "N", "O", "S", "H", "H", "H", "H", "H", "H", "H", "H", "H"], "coordinates": [[-1.146, -1.950, 0.542], [0.537, 2.684, 0.358], [-0.198, -1.776, 1.443], [-0.119, 1.656, 1.118], [-2.204, 1.234, -0.136], [-1.371, 0.837, 0.984], [2.282, -2.319, -1.304], [-0.884, -2.199, -0.431], [-2.131, -1.523, 0.651], [-0.160, 3.547, 0.298], [0.634, 2.323, -0.646], [1.520, 3.013, 0.831], [0.693, -2.290, 1.088], [-0.555, -1.391, 2.384], [2.190, -2.779, -1.807]], "forces_ev_per_a": [[-0.70, 1.39, 0.45], [-0.44, 0.91, 0.70], [-0.78, -1.66, -0.84], [0.25, -1.29, 1.55], [-0.74, -0.62, -0.32], [1.03, 2.89, -0.42], [0.32, 1.59, 1.73], [0.24, -1.07, -1.68], [-0.35, -0.39, 0.12], [0.55, -0.20, 0.01], [0.52, -0.02, -0.70], [-1.34, -0.65, -0.68], [0.63, 0.71, 1.27], [1.11, -0.01, 0.53], [-0.33, -1.58, -1.72]], "lowdin_charge": [-0.142, -0.175, -0.111, -0.393, -0.478, 0.873, 0.004, 0.034, 0.025, 0.086, 0.066, 0.094, 0.057, 0.049, 0.012]}


(2)
{"formula": "C3H9NOS", "method": "ωB97M-V with the def2-TZVPD basis set", "homo_lumo_gap_ha": 0.3442, "total_charge": 0, "elements": ["N", "C", "O", "H", "H", "H", "C", "S", "C", "H", "H", "H", "H", "H", "H"], "coordinates": [[0.194, 4.560, -3.455], [0.023, 5.902, -3.126], [-0.610, 6.162, -2.142], [0.734, 4.173, -4.217], [-0.158, 3.867, -2.921], [0.592, 6.580, -3.769], [-0.028, -3.049, 0.854], [0.486, -4.322, 1.998], [-0.484, -3.945, 3.477], [-1.013, -2.815, 0.522], [0.458, -3.230, -0.152], [0.313, -2.018, 1.226], [-1.307, -4.867, 3.376], [-0.011, -4.144, 4.423], [-0.922, -3.054, 3.644]], "forces_ev_per_a": [[1.72, 2.51, -2.76], [0.56, -2.77, 0.18], [-0.41, 1.21, 0.30], [0.05, 0.84, -0.09], [-1.70, -2.10, 2.48], [-0.22, 0.31, -0.11], [1.94, 2.41, -1.00], [0.09, 0.48, -0.03], [-1.42, -6.27, -0.61], [-1.52, -0.85, 0.52], [0.05, 0.04, 1.31], [-0.03, -1.44, -0.54], [1.51, 2.86, 0.78], [0.95, -0.40, 0.03], [-1.58, 3.18, -0.47]], "lowdin_charge": [0.112, -0.390, 0.022, 0.092, 0.043, 0.121, -0.490, 0.726, -0.434, 0.014, 0.045, 0.055, 0.088, 0.015, -0.018]}


(3)
{"formula": "C3H9NOS2", "method": "ωB97M-V with the def2-TZVPD basis set", "homo_lumo_gap_ha": 0.2739, "total_charge": 0, "elements": ["C", "C", "C", "N", "O", "S", "S", "H", "H", "H", "H", "H", "H", "H", "H", "H"], "coordinates": [[0.486, -1.488, -1.729], [0.180, 2.886, 1.107], [-0.722, -1.170, -0.946], [0.603, -1.665, 1.208], [-1.474, -0.023, 1.402], [1.231, 1.691, 0.250], [-0.290, -0.500, 0.755], [0.446, -0.924, -2.790], [1.330, -0.957, -1.188], [0.688, -2.599, -1.741], [0.353, 3.862, 0.741], [0.329, 2.777, 2.088], [-0.876, 2.527, 0.872], [-1.362, -1.982, -0.757], [-1.501, -0.420, -1.455], [0.579, -2.016, 2.183]], "forces_ev_per_a": [[1.89, 1.33, -1.71], [-2.27, -2.13, -3.52], [-2.24, 3.48, -0.60], [-0.82, 0.48, 0.63], [-0.47, 0.45, 0.63], [-0.88, -1.79, 0.09], [1.84, -0.93, -1.58], [0.11, -1.84, 2.23], [-0.50, -0.91, -0.91], [-0.07, 1.43, -0.36], [0.13, 1.00, -0.41], [0.57, 0.02, 3.83], [1.12, 0.92, 0.35], [-0.56, -1.34, 0.82], [2.10, -1.05, 1.21], [0.05, 0.88, -0.71]], "lowdin_charge": [-0.185, -0.513, -0.365, -0.235, -0.396, 0.521, 0.635, 0.127, 0.047, 0.094, 0.012, -0.037, 0.045, 0.062, 0.143, 0.044]}


(4)
{"formula": "C3H9NOS2", "method": "ωB97M-V with the def2-TZVPD basis set", "homo_lumo_gap_ha": 0.3317, "total_charge": 0, "elements": ["N", "C", "C", "O", "C", "S", "S", "H", "H", "H", "H", "H", "H", "H", "H", "H"], "coordinates": [[0.776, 0.232, -1.049], [0.238, -0.349, 0.192], [0.991, 0.224, 1.391], [2.428, 0.148, 1.354], [-1.224, -0.047, 0.437], [-2.353, -1.041, -0.678], [-2.520, 0.352, -2.260], [0.360, -0.339, -1.774], [1.770, 0.181, -1.225], [0.280, -1.447, 0.146], [0.730, 1.275, 1.550], [0.749, -0.452, 2.217], [2.739, 1.049, 1.156], [-1.394, 1.018, 0.247], [-1.460, -0.250, 1.472], [-2.110, -0.552, -3.177]], "forces_ev_per_a": [[-1.39, -0.18, -0.36], [1.44, 0.11, -0.17], [0.78, -0.92, 0.40], [-0.20, 0.74, -0.70], [-0.10, 0.27, -1.32], [0.29, 1.26, 0.37], [-0.06, -0.99, 0.20], [-0.03, 0.41, -0.45], [0.16, -0.32, 0.85], [0.50, 0.04, 0.39], [-0.44, -0.26, 0.18], [-0.41, 0.61, 0.34], [0.01, -0.69, 0.04], [-0.24, -0.17, 0.01], [-0.33, -0.31, 0.19], [0.01, 0.40, 0.03]], "lowdin_charge": [0.043, -0.489, -0.229, -0.075, -0.520, 0.435, 0.312, 0.044, 0.069, 0.127, 0.130, 0.122, 0.089, 0.071, 0.072, -0.201]}


(5)
{"formula": "C3H9NOS2", "method": "ωB97M-V with the def2-TZVPD basis set", "homo_lumo_gap_ha": 0.3518, "total_charge": 0, "elements": ["C", "C", "S", "N", "O", "S", "C", "H", "H", "H", "H", "H", "H", "H", "H", "H"], "coordinates": [[-2.510, 0.163, 0.551], [-1.240, 0.869, 0.073], [0.196, -0.424, 0.223], [0.272, -1.532, -0.764], [0.280, -0.968, 1.558], [1.876, 0.983, -0.068], [3.230, -0.252, -0.040], [-2.875, -0.381, -0.198], [-2.352, -0.459, 1.452], [-3.270, 0.795, 1.007], [-0.771, 1.724, 0.655], [-1.300, 1.344, -0.969], [0.504, -1.364, -1.744], [3.810, 0.055, -0.811], [2.689, -1.212, 0.099], [3.699, -0.200, 0.996]], "forces_ev_per_a": [[1.69, 2.16, 3.97], [1.61, 0.80, -0.04], [0.72, 1.57, -0.04], [-0.11, -0.94, -1.57], [-0.64, 0.87, 0.26], [-0.96, -0.24, 0.23], [-2.73, -0.46, 5.18], [-1.73, -2.30, -2.91], [0.62, -0.19, -0.69], [-0.08, 0.72, -0.75], [-0.99, -1.15, 0.02], [0.16, -1.39, 1.15], [-0.29, 0.30, 0.48], [2.00, -0.26, -2.35], [0.76, 0.10, -1.40], [-0.04, 0.42, -1.53]], "lowdin_charge": [-0.133, -0.291, 0.418, -0.253, -0.390, 0.585, -0.417, 0.023, 0.086, 0.081, 0.082, 0.113, 0.036, -0.027, 0.028, 0.059]}


(6)
{"formula": "C3H9NOS2", "method": "ωB97M-V with the def2-TZVPD basis set", "homo_lumo_gap_ha": [0.2776, 0.2481], "total_charge": 0, "elements": ["C", "C", "C", "N", "O", "S", "S", "H", "H", "H", "H", "H", "H", "H", "H", "H"], "coordinates": [[-2.739, 0.609, 0.489], [0.331, -1.235, 1.237], [-0.126, 0.691, -0.707], [0.610, 1.117, -1.695], [1.233, -1.307, -1.454], [-1.616, 1.532, -0.308], [0.022, -1.172, -0.591], [-3.606, 1.172, 0.947], [2.705, 0.320, 0.601], [-3.159, -0.326, 0.212], [-0.536, -1.437, 1.759], [0.817, -0.399, 1.811], [0.981, -2.169, 1.178], [2.809, -0.088, -0.056], [1.473, 0.580, -1.728], [0.801, 2.111, -1.695]], "forces_ev_per_a": [[-1.66, 0.89, 0.90], [3.36, -0.51, -1.03], [-3.88, -1.52, 2.71], [2.27, 1.67, -1.84], [0.34, -0.93, 0.83], [0.78, -0.24, -0.29], [-0.63, 2.01, 0.14], [1.65, -0.02, -0.29], [0.28, -0.56, -1.05], [0.60, -1.04, -0.67], [-2.19, -0.71, 0.60], [-0.11, -0.68, -1.25], [-0.58, 1.12, 0.79], [-0.11, 0.62, 1.09], [0.04, -0.21, -0.47], [-0.16, 0.11, -0.17]], "lowdin_charge": [-0.493, -0.271, -0.805, -0.024, -0.578, 0.878, 0.891, 0.009, 0.066, -0.024, 0.000, 0.060, 0.068, 0.056, 0.057, 0.111]}


(7)
{"formula": "C3H9NP2", "method": "ωB97M-V with the def2-TZVPD basis set", "homo_lumo_gap_ha": [0.2789, 0.2787], "total_charge": 0, "elements": ["C", "C", "C", "N", "P", "P", "H", "H", "H", "H", "H", "H", "H", "H", "H"], "coordinates": [[0.085, -0.949, -1.318], [0.224, 0.505, -1.485], [-1.011, -1.131, 0.995], [1.164, 0.624, 1.523], [-1.077, 1.439, -0.468], [-0.584, 0.507, 1.445], [-0.783, -1.412, -1.890], [0.928, -1.484, -1.071], [1.140, 0.949, -1.318], [-0.125, 0.799, -2.425], [-2.066, -1.252, 0.685], [-0.693, -1.989, 1.577], [1.597, -0.267, 1.451], [1.460, 1.125, 2.471], [-0.257, 2.537, -0.171]], "forces_ev_per_a": [[-3.42, 0.67, 0.21], [-2.06, -1.02, 1.09], [0.23, -0.09, -1.85], [-0.47, 1.89, 2.57], [0.10, -0.23, 0.38], [0.03, 0.81, 0.56], [1.56, 0.34, 0.89], [1.54, -1.47, 0.24], [2.10, 0.48, 0.59], [-0.42, 0.33, -1.91], [0.64, 0.27, 0.10], [0.38, 0.06, -0.08], [0.61, -0.79, 0.00], [-0.81, -1.67, -2.76], [0.00, 0.41, -0.04]], "lowdin_charge": [-0.084, -0.544, -0.345, -0.271, 0.656, 0.501, 0.080, 0.007, 0.029, 0.024, 0.007, -0.004, -0.009, 0.075, -0.122]}


(8)
{"formula": "C3H9NS", "method": "ωB97M-V with the def2-TZVPD basis set", "homo_lumo_gap_ha": 0.3202, "total_charge": 0, "elements": ["C", "N", "C", "C", "S", "H", "H", "H", "H", "H", "H", "H", "H", "H"], "coordinates": [[-0.355, 0.630, -2.886], [0.222, 0.786, -1.577], [-0.278, -0.027, -0.480], [0.734, -0.068, 0.708], [-0.110, -0.675, 2.201], [0.169, 1.306, -3.578], [-1.420, 0.910, -2.921], [-0.355, -0.397, -3.293], [1.230, 0.705, -1.582], [-1.159, 0.455, -0.020], [-0.643, -1.059, -0.685], [1.502, -0.827, 0.494], [1.004, 0.977, 0.879], [-1.079, 0.825, 1.962]], "forces_ev_per_a": [[-0.49, -0.06, -0.61], [0.34, -0.31, 0.75], [-0.55, -0.02, 1.13], [-1.07, -0.65, -1.02], [-2.20, 3.97, -0.75], [-0.15, -0.33, 0.12], [0.33, 0.18, 0.36], [0.35, 0.07, 0.10], [-0.04, 0.02, -0.38], [0.01, 0.06, -0.49], [0.51, 0.36, -0.42], [0.29, 0.81, 0.08], [0.86, -0.49, -0.01], [1.81, -3.59, 1.13]], "lowdin_charge": [-0.154, -0.144, -0.362, -0.650, 0.588, 0.079, 0.078, 0.074, 0.098, 0.059, 0.113, 0.067, 0.062, 0.092]}


(9)
{"formula": "C3H9NS2", "method": "ωB97M-V with the def2-TZVPD basis set", "homo_lumo_gap_ha": [0.1774, 0.2623], "total_charge": -1, "spin_multiplicity": 2, "elements": ["S", "S", "C", "C", "N", "C", "H", "H", "H", "H", "H", "H", "H", "H", "H"], "coordinates": [[-0.769, -1.632, 1.748], [-1.900, -1.763, -0.315], [-0.954, -0.591, -1.394], [0.400, -0.062, -1.008], [0.383, 1.060, -0.061], [1.207, 0.973, 1.125], [-1.711, -0.791, 2.173], [-1.636, 0.171, -1.778], [-0.734, -1.268, -2.229], [1.003, -0.854, -0.571], [0.873, 0.298, -1.939], [-0.535, 1.488, -0.007], [0.678, 0.756, 2.057], [1.979, 0.278, 0.883], [1.718, 1.938, 1.316]], "forces_ev_per_a": [[0.70, -0.17, 1.62], [-0.56, 0.38, -1.40], [-0.47, -1.59, -0.66], [-0.05, 1.09, 0.65], [-0.15, 0.11, -0.64], [-0.58, 1.71, 0.04], [0.01, 0.10, 0.11], [0.17, 0.27, 0.14], [-0.10, 0.39, -0.28], [0.06, -0.23, -0.10], [0.07, -0.31, 0.07], [0.33, -0.30, 0.50], [0.09, -0.59, -0.23], [0.51, -0.75, 0.38], [-0.03, -0.11, -0.21]], "lowdin_spin": [0.465, 0.430, 0.040, 0.007, 0.004, 0.006, 0.019, 0.006, 0.011, 0.000, 0.000, 0.000, 0.010, 0.001, 0.001]}


(10)
{"formula": "C3H9NS2", "method": "ωB97M-V with the def2-TZVPD basis set", "homo_lumo_gap_ha": 0.3349, "total_charge": 0, "elements": ["C", "N", "C", "C", "S", "S", "H", "H", "H", "H", "H", "H", "H", "H", "H"], "coordinates": [[0.070, 0.123, 3.399], [0.290, 0.229, 1.944], [-0.646, -0.536, 1.162], [-1.182, 0.231, -0.111], [0.263, 0.789, -0.990], [0.547, -0.748, -2.346], [0.281, -0.844, 3.927], [-1.018, 0.251, 3.462], [0.735, 0.831, 3.872], [1.226, -0.084, 1.717], [-0.408, -1.614, 0.955], [-1.581, -0.665, 1.721], [-1.772, 1.109, 0.176], [-1.869, -0.406, -0.687], [0.623, 0.026, -3.393]], "forces_ev_per_a": [[-0.26, -0.91, -0.61], [0.47, -0.81, 0.36], [-2.40, -0.50, -0.53], [0.39, -0.97, 1.11], [0.35, 0.37, -0.80], [0.14, -0.60, 0.80], [-0.02, 0.21, -0.85], [0.42, 0.66, 0.88], [-0.48, 0.60, 0.35], [0.08, 0.28, -0.09], [0.44, 0.95, -0.28], [0.13, 0.10, 0.48], [0.36, -0.04, 0.19], [0.52, 0.14, -0.11], [-0.14, 0.53, -0.91]], "lowdin_charge": [-0.126, -0.156, -0.353, -0.569, 0.442, 0.323, 0.081, 0.074, 0.067, 0.092, 0.124, 0.095, 0.069, 0.071, -0.236]}


(11)
{"formula": "C3H9NS2", "method": "ωB97M-V with the def2-TZVPD basis set", "homo_lumo_gap_ha": 0.3053, "total_charge": 0, "elements": ["C", "S", "S", "C", "C", "N", "H", "H", "H", "H", "H", "H", "H", "H", "H"], "coordinates": [[-2.829, -0.052, 1.198], [-1.181, 0.651, 0.706], [-0.197, -1.177, 0.269], [1.515, -0.402, -0.137], [1.379, 0.399, -1.427], [2.659, 1.199, -1.593], [-2.937, -1.113, 0.983], [-2.760, -0.036, 2.286], [-3.580, 0.597, 0.760], [2.079, -1.321, -0.012], [1.709, 0.298, 0.680], [0.577, 1.072, -1.717], [1.386, -0.367, -2.209], [3.216, 0.527, -2.123], [3.248, 1.256, -0.765]], "forces_ev_per_a": [[1.38, 0.13, 0.78], [-0.33, -0.90, -0.35], [0.67, 1.00, 0.06], [-3.69, 0.64, 1.23], [2.80, -0.73, -0.68], [0.23, -1.31, -0.98], [0.00, 0.19, -0.71], [-0.67, 0.36, -0.01], [-0.20, -0.25, 0.18], [0.75, 0.37, -0.89], [0.17, -0.35, 0.16], [-0.56, -0.25, 1.31], [-0.08, 0.25, -0.25], [0.26, 0.64, -0.36], [-0.71, 0.20, 0.50]], "lowdin_charge": [-0.450, 0.419, 0.445, -0.503, -0.349, -0.027, 0.018, 0.016, 0.022, 0.058, 0.059, 0.089, 0.099, 0.054, 0.050]}


(12)
{"formula": "C3H9NS2", "method": "ωB97M-V with the def2-TZVPD basis set", "homo_lumo_gap_ha": 0.3253, "total_charge": 0, "elements": ["C", "N", "C", "C", "S", "S", "H", "H", "H", "H", "H", "H", "H", "H", "H"], "coordinates": [[-1.043, 2.057, -0.442], [-0.445, 0.837, -0.994], [0.491, 0.311, 0.010], [1.068, -1.103, -0.296], [-0.451, -2.226, -0.279], [-0.039, -3.400, 1.405], [-0.448, 2.941, -0.475], [-2.072, 2.345, -0.779], [-1.303, 1.974, 0.672], [-1.169, -0.030, -1.235], [0.212, 0.447, 1.120], [1.494, 0.971, -0.045], [1.366, -1.340, -1.358], [1.935, -1.342, 0.331], [0.405, -2.440, 2.366]], "forces_ev_per_a": [[-2.82, -0.55, 1.85], [-1.52, -2.63, 0.36], [3.71, 1.25, -0.11], [-1.68, -0.09, -1.47], [1.16, -0.23, 1.40], [0.49, 0.86, 0.87], [0.93, 0.37, -0.59], [1.03, -0.55, -0.68], [0.64, -0.30, -0.97], [1.91, 3.40, 1.07], [-0.20, -0.62, -1.55], [-2.09, -0.90, 0.05], [0.04, 1.25, 0.92], [-0.76, -0.37, 0.16], [-0.84, -0.89, -1.31]], "lowdin_charge": [-0.176, -0.158, -0.394, -0.500, 0.380, 0.234, 0.056, 0.083, 0.083, 0.129, 0.118, 0.144, 0.069, 0.073, -0.142]}


Values for energy, eV, ordered as above
-17625.9647; -17628.4517; -28461.2602; -28464.4423; -28462.0942; -28459.6463; -23321.1937; -15580.0661; -26416.8347; -26416.6762; -26416.3335; -26415.7252
Values for energy above the lowest of the compared OMol25 structures with the same formula, charge and spin, kcal per mole, ordered as above
97.8; 40.4; 96.4; 23.0; 77.1; 133.6; 66.6; 52.2; 21.1; 23.1; 31.0; 45.0